Formula: C4H7BrN2
Source: the Open Molecules 2025 dataset
Level of theory: ωB97M-V/def2-TZVPD

Last column: Mulliken charge in e.
Cartesian coordinates (Å):
1 C -2.56 -1.35 0.43  -0.933
2 C -1.49 -1.08 -0.64  0.039
3 N -0.68 -0.15 -0.38  0.465
4 N 0.17 0.62 -0.14  -0.673
5 C 1.90 0.44 -0.49  0.060
6 C 2.46 1.78 -0.04  -0.837
7 Br 2.60 -1.04 0.27  -0.101
8 H -3.18 -2.21 0.32  0.325
9 H -3.33 -0.60 0.48  0.278
10 H -1.92 -1.24 1.39  0.231
11 H -1.69 -1.57 -1.68  0.304
12 H 1.69 2.22 0.70  0.255
13 H 3.39 1.65 0.55  0.317
14 H 2.66 2.52 -0.77  0.269

## Properties
**HOMO level (spin up / spin down)**: -0.2692 / -0.2813 Ha
**E_tot**: -2839.923487 a.u.
**Structure (SMILES)**: C/C=N/N=C(/C)Br